No. 1
Computed, not measured: 9 unconnected molecules or ions with the total composition C14H37N11O18P in a non-equilibrium geometry, with ωB97M-V with the def2-TZVPD basis set.

charge = +1
E_HOMO = -12.56 eV
LUMO level = -3.12 eV
Kohn-Sham gap = 9.44 eV

XYZ file:
```
81
Properties=species:S:1:pos:R:3:forces:R:3:mulliken_charge:R:1
N 2.03279 -4.14804 -2.07903 -0.86 -0.78 -1.54 -0.47
C 2.51148 -3.70050 -1.15083 1.08 0.97 1.89 0.65
O 3.06235 -3.19113 -0.08115 -0.45 -0.06 -0.17 -0.46
C 2.24371 -2.18031 0.60209 -0.03 0.01 0.19 -0.27
C 1.78950 -1.04611 -0.32048 -0.13 0.47 -0.02 0.11
N 2.81652 -0.69369 -1.30402 0.15 0.18 0.33 -0.63
C 0.44734 -1.28850 -1.04541 0.10 -0.14 0.09 -0.48
C -0.62078 -1.97286 -0.20194 -0.19 0.05 -0.12 -0.78
N -0.07002 -3.18815 0.50504 -0.26 0.40 0.17 0.14
C 1.08136 -2.79644 1.37856 0.46 0.31 -0.22 -0.15
P 1.43166 -4.19826 2.50743 -0.78 -0.52 0.33 0.30
O 0.11993 -4.77528 2.91408 0.16 0.04 -0.28 -0.51
H 2.89404 -1.76382 1.37704 0.22 -0.23 -0.37 0.19
H 1.63409 -0.19496 0.36331 -0.03 -0.23 0.01 0.56
H 3.68597 -1.19427 -1.15525 -0.10 -0.06 -0.05 0.28
H 3.05325 0.29176 -1.24076 -0.13 -0.12 -0.09 0.29
H 0.03960 -0.30835 -1.31207 0.07 -0.29 -0.17 -0.10
H 0.64011 -1.85497 -1.95973 -0.08 0.07 0.08 0.32
H -1.46180 -2.30734 -0.81660 0.18 0.02 0.08 0.43
H -1.02532 -1.32541 0.58584 0.18 -0.08 -0.12 0.45
H -0.79583 -3.57608 1.12147 0.15 -0.20 -0.04 0.27
H 0.17513 -3.95095 -0.15095 -0.01 0.07 0.06 0.33
H 0.73518 -1.98757 2.04008 -0.16 -0.20 -0.15 0.47
H 2.27534 -5.05859 1.79688 0.23 0.08 0.06 0.07
H 2.16664 -3.66153 3.56881 0.31 0.16 -0.20 0.09
C -0.14052 2.99375 -2.58323 0.08 0.21 -0.05 -0.93
N -0.44506 2.37235 -1.27005 -0.06 -0.10 0.20 1.01
O 0.18778 2.71145 -0.28886 -0.04 -0.05 -0.18 -0.51
O -1.32182 1.51956 -1.24425 0.15 0.10 -0.09 -0.58
H 0.65469 3.71608 -2.44267 -0.02 0.00 0.04 0.34
H 0.15116 2.19255 -3.25708 -0.08 0.00 -0.03 0.33
H -1.04717 3.47160 -2.94442 -0.01 -0.05 -0.04 0.39
C 0.77054 -8.10807 0.52156 0.13 0.06 -0.03 -0.84
N -0.04237 -6.95792 0.04306 -0.35 0.02 -0.07 0.79
O 0.52673 -5.89461 -0.18348 0.12 -0.09 0.23 -0.53
O -1.22825 -7.13422 -0.09648 0.25 0.11 0.02 -0.53
H 1.80453 -7.79263 0.58929 -0.01 0.01 -0.02 0.31
H 0.36721 -8.39882 1.48799 -0.04 -0.02 -0.02 0.30
H 0.64294 -8.91125 -0.19806 -0.05 -0.01 0.02 0.35
C 4.80231 -0.29670 4.91623 0.11 -0.06 0.01 -0.75
N 4.23763 -1.13009 3.82177 -0.10 -0.13 -0.18 0.83
O 4.74257 -2.20382 3.57892 -0.04 0.07 0.09 -0.50
O 3.27350 -0.68276 3.21608 0.00 0.08 0.18 -0.50
H 5.63974 -0.83256 5.34563 0.00 -0.01 -0.01 0.31
H 5.10806 0.64735 4.47502 -0.05 0.02 0.00 0.30
H 4.00812 -0.13703 5.63942 -0.02 0.04 -0.03 0.31
C 0.64777 5.84087 1.95948 0.14 0.08 0.10 -0.68
N 1.32707 6.24284 0.69858 0.03 0.13 -0.19 0.88
O 2.53713 6.31187 0.69355 -0.13 -0.08 0.02 -0.53
O 0.61139 6.48641 -0.25708 0.04 -0.07 0.11 -0.50
H 1.40969 5.66660 2.70998 -0.01 0.01 -0.02 0.30
H -0.01734 6.65112 2.24107 -0.04 -0.01 -0.03 0.28
H 0.07571 4.94893 1.74375 -0.14 -0.11 -0.05 0.22
C -1.59893 8.26855 -2.46341 0.18 -0.14 0.05 -0.60
N -1.95188 7.39635 -3.61815 -0.07 -0.04 -0.23 0.86
O -1.33596 6.35936 -3.78025 -0.01 0.07 0.17 -0.48
O -2.83807 7.78536 -4.35136 0.02 -0.01 0.09 -0.53
H -0.80414 7.78777 -1.90461 -0.01 -0.01 -0.01 0.22
H -1.28199 9.22018 -2.87922 -0.05 0.03 0.02 0.29
H -2.49516 8.39523 -1.86389 -0.03 0.03 -0.06 0.29
C -2.44118 5.15187 -6.90849 -0.08 0.03 0.13 -0.69
N -1.46793 4.03131 -6.79471 0.08 -0.04 -0.06 0.87
O -1.24761 3.57826 -5.68659 0.00 -0.06 0.05 -0.50
O -0.95121 3.63837 -7.81793 -0.05 0.05 0.11 -0.54
H -2.80462 5.39290 -5.91757 0.05 0.01 0.01 0.26
H -1.91289 5.99242 -7.34745 0.00 -0.02 -0.05 0.28
H -3.23815 4.81873 -7.56641 0.04 0.01 -0.06 0.30
C -3.46803 2.07502 1.08781 -0.10 -0.11 0.12 -0.48
N -3.38913 3.17844 2.08160 0.08 0.17 -0.03 0.91
O -3.70639 2.94614 3.22684 0.01 -0.02 -0.02 -0.53
O -2.98806 4.25025 1.66673 0.00 -0.09 0.04 -0.53
H -3.83418 1.18937 1.59418 -0.03 0.03 0.03 0.30
H -4.14526 2.39050 0.29997 0.05 0.04 -0.03 0.30
H -2.46812 1.93243 0.69255 -0.02 0.02 -0.06 0.04
C -2.36306 -6.61319 3.08247 -0.11 0.08 0.03 -0.61
N -3.41875 -7.48182 3.67290 -0.03 -0.06 0.04 0.92
O -4.48978 -6.97727 3.93539 0.10 -0.05 -0.02 -0.54
O -3.12058 -8.64584 3.84918 -0.04 0.08 -0.01 -0.54
H -2.76462 -5.61192 2.98384 -0.01 -0.01 0.02 0.30
H -1.50993 -6.63019 3.75114 0.03 -0.03 -0.01 0.30
H -2.11036 -7.04007 2.11729 0.02 -0.02 0.02 0.17
```
Forces are in eV/Å.

No. 2
Computed, not measured: a molecular structure, C14H38B3BeBr4F5N3O16P2V in a non-equilibrium geometry, with ωB97M-V with the def2-TZVPD basis set.

E_HOMO = -7.45 eV
LUMO level = -6.04 eV
Kohn-Sham gap = 1.40 eV

XYZ file:
```
87
Properties=species:S:1:pos:R:3:forces:R:3:mulliken_charge:R:1
N -1.37508 -2.85255 -2.19537 -1.23 -0.76 1.34 0.16
C -0.55334 -2.75188 -3.34212 1.84 0.02 -1.72 -0.28
B -0.20390 -1.23731 -3.24719 1.76 0.67 -0.58 0.29
O 0.75366 -0.58376 -2.39011 -3.35 1.09 0.09 -0.03
B 0.09818 0.56214 -1.75489 1.41 -1.04 -0.53 0.70
O -1.04076 1.15505 -2.29773 1.01 0.36 1.82 -0.23
B -1.75868 0.37912 -3.09246 -1.64 0.32 -0.82 -0.67
C -3.36083 0.41883 -2.84940 -0.12 0.50 -0.32 1.01
F -3.59947 0.18579 -1.50596 0.07 0.13 -0.64 -0.27
F -3.81235 1.69227 -3.14619 0.00 -0.61 0.40 -0.32
C -4.23209 -0.57374 -3.66115 0.31 0.06 0.19 0.62
F -3.63825 -1.76448 -3.75260 -0.03 0.03 0.08 -0.12
F -4.42834 -0.10564 -4.88880 0.10 0.12 -0.34 -0.29
F -5.41381 -0.74587 -3.09027 -0.50 -0.01 0.24 -0.25
O -1.16022 -0.44954 -3.93939 0.46 -1.21 -0.12 -0.19
H -1.47050 -2.00110 -1.65221 -0.06 -0.44 0.29 -0.06
H -1.12112 -3.63023 -1.59541 -0.10 0.39 0.19 0.16
H -1.09648 -2.91127 -4.29200 0.00 -0.12 0.38 0.03
H 0.25878 -3.49338 -3.31821 -0.03 0.47 0.01 0.05
H 0.40779 0.94141 -0.67362 0.43 -0.23 -0.19 -0.47
C 1.57994 2.89944 1.68694 1.70 -1.92 0.55 0.10
O 0.11665 2.97958 1.99329 0.15 -2.48 1.78 0.37
P -0.20722 1.62536 2.72990 -0.27 -2.03 -0.24 0.38
O 0.68405 0.54776 2.26895 -0.40 -0.39 0.44 -0.60
O -1.75882 1.20439 2.53229 0.92 1.04 0.32 -0.50
C -2.12359 1.13477 1.15721 -0.81 -0.37 -0.47 -0.23
O -0.14851 1.94484 4.27917 -0.12 0.39 -0.03 -0.34
C -0.52143 0.90862 5.19260 -0.03 -0.18 0.16 -0.78
H 1.68628 2.20463 0.85748 0.20 -0.02 0.17 -0.10
H 1.99308 3.85871 1.40603 0.90 -1.73 0.60 -0.27
H 2.10666 2.51433 2.55731 -0.06 -0.40 0.08 0.43
H -1.28498 0.78939 0.55180 -0.09 0.02 0.03 -0.07
H -2.43698 2.13005 0.84544 -0.03 -0.05 -0.27 0.24
H -2.96422 0.42595 1.02849 0.47 0.39 0.28 0.30
H -0.11319 -0.05214 4.87715 0.01 0.03 -0.04 0.35
H -1.60703 0.84588 5.25909 0.01 -0.01 -0.03 0.27
H -0.11177 1.17402 6.16384 0.01 0.03 -0.02 0.25
Be 0.77749 3.37566 -1.72352 0.25 0.24 -0.12 0.53
C -3.89596 -4.42588 0.38046 0.58 0.35 -0.17 -0.04
Br -3.88574 -2.63422 -0.33632 -0.39 0.00 0.37 0.09
Br -3.48528 -5.68880 -1.00165 -0.05 -0.23 -0.12 -0.05
Br -2.67163 -4.59542 1.85139 0.03 0.02 0.07 -0.03
H -4.88059 -4.64098 0.74252 -0.40 -0.25 0.04 0.05
O -0.17763 -5.86632 -3.73129 0.11 -0.14 -0.27 -0.53
H -0.09735 -6.69518 -4.27938 -0.85 1.04 -0.22 0.38
H -0.75914 -6.08679 -2.98798 -0.18 0.09 -0.08 0.36
C 3.13649 -6.51444 0.85784 0.00 0.21 0.00 -1.24
C 2.36670 -6.65289 -0.44362 0.01 -0.01 0.07 -0.40
O 1.68733 -5.47678 -0.85370 -0.23 -0.10 0.01 -0.13
C 2.48430 -4.33318 -1.10829 0.11 0.11 -0.02 0.09
C 3.50545 -4.52776 -2.21547 -0.01 -0.08 -0.02 -1.21
H 2.47286 -6.19224 1.66162 0.00 -0.02 0.00 0.30
H 3.57740 -7.47392 1.13110 -0.02 -0.01 -0.01 0.40
H 3.94536 -5.78575 0.78135 0.02 -0.05 -0.02 0.29
H 1.57788 -7.39485 -0.32040 0.01 0.00 -0.01 0.36
H 3.01820 -7.01506 -1.24620 0.06 0.03 0.05 0.35
H 2.97085 -3.99068 -0.18729 0.01 -0.05 -0.03 0.33
H 1.77892 -3.55233 -1.39762 -0.02 -0.01 0.05 -0.12
H 4.24286 -5.29218 -1.96561 0.03 0.04 0.03 0.37
H 4.04038 -3.59390 -2.39480 -0.03 -0.01 0.00 0.41
H 3.01078 -4.83006 -3.14036 -0.01 0.01 0.00 0.26
O 4.23585 4.38737 1.19877 0.47 0.60 -0.51 -0.40
P 4.97664 4.79452 -0.09888 -0.76 -0.20 1.52 0.75
O 6.47463 4.89743 0.19909 -0.25 -0.43 -0.43 -0.49
O 4.47084 6.15239 -0.59145 -0.11 -0.50 -0.23 -0.46
O 4.74866 3.75312 -1.19814 0.48 0.75 0.07 -0.36
O -9.71836 -4.63317 1.48898 0.30 0.00 -0.06 -0.84
V -8.20387 -5.20908 1.19853 -0.11 -0.23 -0.02 1.68
O -6.65616 -5.75677 0.89106 -0.15 0.31 0.07 -0.99
C 0.03866 5.54165 0.62226 0.66 -0.46 0.26 0.01
O 0.73215 4.63884 1.12708 -3.46 8.13 -3.74 -0.31
N -0.11627 6.74330 1.20120 -0.29 0.17 0.22 0.12
C -0.86896 7.84960 0.60428 0.29 -0.34 0.37 -0.97
C 0.52803 6.85643 2.50062 0.07 -0.06 -0.30 -0.73
H -0.49598 5.41561 -0.32787 0.08 0.00 -0.02 0.09
H -0.21987 8.71602 0.45631 -0.05 -0.07 -0.02 0.34
H -1.70223 8.13122 1.24875 -0.02 0.03 -0.02 0.34
H -1.26388 7.53494 -0.35904 0.04 -0.03 0.00 0.29
H 1.58348 6.60805 2.33239 -0.18 0.38 0.23 0.02
H 0.10843 6.11433 3.18736 0.05 0.10 0.00 0.29
H 0.42224 7.85105 2.92609 -0.02 0.06 -0.18 0.39
N 3.44380 5.39851 3.45879 -0.71 0.03 0.52 -0.24
H 3.85279 6.32090 3.30747 0.07 -0.17 -0.21 0.39
H 2.86148 5.41545 4.29975 0.12 0.05 -0.06 0.39
H 2.84540 5.14817 2.64720 0.74 -0.25 -0.10 0.00
H 4.18452 4.70420 3.56724 0.01 -0.08 -0.56 0.39
Br 0.93118 -7.94225 -3.23611 0.79 -1.03 0.51 -0.15
```
Forces are in eV/Å.

No. 3
Computed, not measured: 6 unconnected molecules or ions with the total composition C14H38Cl6O16P4 in a non-equilibrium geometry, with ωB97M-V with the def2-TZVPD basis set.

multiplicity = 2
charge = +1
E_HOMO (spin up / spin down) = -11.93 / -11.93 eV
LUMO level (spin up / spin down) = -2.92 / -10.10 eV
Kohn-Sham gap (spin up / spin down) = 9.01 / 1.83 eV

XYZ file:
```
78
Properties=species:S:1:pos:R:3:forces:R:3:lowdin_spin:R:1
C 3.05353 2.53961 -1.27777 -1.68 -0.64 -2.37 0.00
O 3.28779 3.11540 -0.04608 0.13 -0.28 2.46 0.00
P 2.76696 2.32305 1.28789 0.34 1.30 0.38 0.00
O 1.81457 1.19081 1.07864 1.18 1.10 0.18 0.00
O 4.20878 2.02571 2.01987 -3.08 1.06 -0.17 0.00
C 4.86000 0.82570 1.73161 1.48 -1.27 -0.92 0.00
O 2.13589 3.57744 2.14150 1.01 -1.55 -0.81 0.00
C 0.83412 3.57186 2.73109 -0.44 -0.06 -0.08 0.00
H 2.18578 3.01262 -1.73753 -0.61 -0.11 0.23 0.00
H 2.84572 1.47361 -1.18535 0.15 -0.05 -0.20 0.00
H 3.73156 2.72334 -2.11122 1.11 0.02 0.86 0.00
H 5.17261 0.30432 2.63634 -0.29 0.17 0.09 0.00
H 5.75518 1.03918 1.14751 0.25 0.29 0.20 0.00
H 4.34009 0.12956 1.07344 -0.68 0.05 0.32 0.00
H 0.89714 3.68623 3.81324 0.25 -0.05 -0.09 0.00
H 0.23991 2.68689 2.50341 0.39 -0.32 -0.04 0.00
H 0.25616 4.40482 2.33077 0.28 0.23 -0.04 0.00
C -3.43153 2.66866 -0.16613 0.83 -0.79 -1.23 0.01
O -4.60724 3.27175 0.34614 -2.37 2.33 0.09 0.07
P -5.49333 4.34696 -0.43555 5.46 -1.69 -2.87 0.00
O -6.55382 4.92130 0.44026 -1.07 0.33 0.28 0.60
O -6.07040 3.54661 -1.74256 1.17 2.63 1.56 0.22
C -6.96270 2.46738 -1.62041 -1.11 -0.76 1.12 0.02
O -4.37811 5.38508 -1.06668 -3.29 -1.64 0.84 0.05
C -4.90481 6.50477 -1.87042 0.69 0.68 -0.50 0.00
H -2.67066 2.51855 0.59980 -0.44 0.14 0.17 0.00
H -3.01261 3.23686 -0.99665 0.03 0.16 0.15 0.00
H -3.76992 1.71167 -0.56333 0.34 -0.20 0.17 0.01
H -7.94737 2.86315 -1.86918 -0.03 -0.40 -0.38 0.01
H -6.99187 2.14921 -0.57829 -0.05 -0.27 -0.01 0.00
H -6.64224 1.62599 -2.23478 -0.01 0.34 -0.28 0.01
H -4.52302 6.46119 -2.89044 0.26 -0.55 0.13 0.00
H -4.46856 7.40446 -1.43642 -0.39 -0.09 0.17 0.00
H -5.98766 6.56060 -1.98189 -0.01 -0.22 0.62 0.00
C -0.06151 -0.56348 -5.61464 -0.24 0.05 0.70 0.00
O 1.16446 0.18934 -5.30779 -0.24 0.25 -0.28 0.00
P 1.12345 1.80838 -5.11529 1.73 0.92 -0.76 0.00
O 2.36975 2.51604 -4.61176 -2.55 -2.18 -0.89 0.00
O -0.18084 1.97752 -4.21099 0.20 0.50 -0.14 0.00
C -0.20718 1.34770 -2.92000 -0.29 0.12 0.13 0.00
O 0.63379 2.35913 -6.55593 -1.02 -0.82 2.11 0.00
C 1.42987 3.01994 -7.52621 0.77 -0.21 0.44 0.00
H 0.01710 -1.41631 -6.28889 1.08 0.64 -0.69 0.00
H -0.86766 0.08645 -5.95496 0.19 0.05 -0.02 0.00
H -0.39216 -1.11976 -4.73753 0.06 0.59 0.58 0.00
H 0.77718 1.12034 -2.51081 0.04 -0.31 -0.37 0.00
H -0.86510 0.48311 -3.00793 0.33 -0.20 0.18 0.00
H -0.64306 2.02484 -2.18543 -0.14 0.29 -0.26 0.00
H 2.15450 2.28292 -7.87233 -0.04 0.23 -0.57 0.00
H 1.99289 3.83060 -7.06367 -0.16 0.15 -0.10 0.00
H 0.74067 3.37406 -8.29283 0.30 -0.09 0.01 0.00
C 2.54649 -7.31605 5.82360 0.18 -0.63 0.95 0.00
O 1.69395 -6.60745 4.95151 -0.01 0.79 -1.62 0.00
P 2.06543 -6.29277 3.41062 -0.77 0.85 0.78 0.00
O 3.44933 -5.87049 3.11147 -1.18 0.04 0.25 0.00
O 1.59514 -7.61422 2.69740 0.22 -0.58 0.51 0.00
C 1.54794 -7.73028 1.26587 -0.25 0.53 0.59 0.00
O 0.93495 -5.18109 2.99592 -0.30 -0.79 0.60 0.00
C -0.50415 -5.26458 3.39560 0.87 -0.26 -0.74 0.00
H 3.59585 -7.31189 5.52876 -0.13 -0.01 -0.24 0.00
H 2.15976 -8.32657 5.95549 0.22 -0.19 -0.41 0.00
H 2.47616 -6.89705 6.82738 -0.01 0.47 -0.16 0.00
H 2.09696 -8.61681 0.94849 -0.15 0.09 0.10 0.00
H 1.98991 -6.82671 0.84595 -0.11 -0.17 -0.40 0.00
H 0.47483 -7.79609 1.08637 0.22 -0.11 -0.74 0.00
H -0.68586 -4.49078 4.14147 0.11 -0.48 0.24 0.00
H -0.81298 -6.28324 3.63025 0.49 0.06 0.81 0.00
H -1.16459 -5.06604 2.55150 0.59 0.48 -0.43 0.00
C -1.00168 -0.86635 1.43581 0.69 0.54 -0.12 0.00
Cl -0.49151 -2.56127 1.13865 -0.74 1.15 0.34 0.00
Cl -2.33707 -0.58354 2.60526 0.55 -0.57 -0.71 0.00
Cl -1.28162 -0.01487 -0.10714 -0.57 -0.32 -0.25 0.00
H -0.16396 -0.25180 1.76544 0.16 -0.72 0.51 0.00
C 2.55473 -2.43620 4.64455 0.95 -0.55 0.97 0.00
Cl 1.45651 -1.52675 3.67400 -0.25 0.22 -0.28 0.00
Cl 1.71953 -3.31073 5.96400 0.09 0.23 -0.40 0.00
Cl 3.81118 -1.37830 5.34478 -0.18 0.02 -0.05 0.00
H 3.11888 -3.17335 4.07320 -0.48 0.04 -0.17 0.00
```
Forces are in eV/Å.